# 1
ORCA calculation (the ωB97M-V functional and the def2-TZVPD basis) on a structure of composition C10H20MnN2PS at a distorted geometry.

Element x y z (Å)
C (1.1642, 3.5682, -1.0221)
C (1.1362, 4.3412, 0.1789)
C (-0.1026, 4.0609, 0.8262)
C (-0.9353, 3.3091, -0.0489)
C (-0.1419, 2.9579, -1.1804)
Mn (1.8749, -0.2973, -0.8246)
P (3.9994, 0.4398, -0.9036)
H (2.0121, 3.4410, -1.7004)
H (1.9520, 4.9420, 0.5653)
H (-0.4002, 4.4627, 1.7909)
H (-0.4871, 2.3581, -2.0188)
H (-1.9590, 2.9871, 0.1528)
H (4.8964, 0.0032, 0.1295)
H (4.2162, 1.8683, -0.9409)
H (4.6724, 0.0056, -2.0851)
C (0.9848, -0.5152, 1.1071)
N (-0.2243, -1.3429, 0.9377)
C (-0.8593, -1.8238, 2.1539)
C (-0.7794, -1.5052, -0.2832)
S (-0.1616, -0.6711, -1.6836)
N (-1.8796, -2.2903, -0.4156)
C (-1.9356, -3.6425, 0.1621)
C (-2.8183, -2.0365, -1.5065)
H (1.0685, -0.2491, 2.1616)
H (0.9103, 0.4410, 0.5354)
H (1.9157, -1.0942, 0.8728)
H (-1.9450, -1.7375, 2.0900)
H (-0.5828, -2.8621, 2.3713)
H (-0.5156, -1.2207, 2.9961)
H (-2.4401, -3.6237, 1.1366)
H (-2.5110, -4.2816, -0.5148)
H (-0.9389, -4.0868, 0.2765)
H (-2.9542, -0.9550, -1.6124)
H (-2.4624, -2.4405, -2.4641)
H (-3.7687, -2.5101, -1.2398)

The total energy is -2392.87238 Ha. The total charge is -1. Its expectation value of S² is 8.831. The molar mass comes out at 286.263 g mol⁻¹. For the HOMO energy (alpha / beta), the calculation gives -0.0344 / -0.0912 Ha. The spin multiplicity is 6.

# 2
ORCA calculation (the ωB97M-V functional and the def2-TZVPD basis) on a cluster of 6 separate species, C13H27IO21PS5 in total at a distorted geometry.

Element x y z (Å)
C (7.5384, 3.3359, 3.6693)
C (6.4456, 3.2820, 3.1143)
C (5.0606, 3.5394, 2.4001)
P (3.8174, 4.1383, 3.7623)
O (3.7219, 2.4633, 4.3097)
I (4.2323, 6.5066, 2.9932)
H (8.4659, 3.6891, 4.1895)
H (5.1808, 4.3345, 1.6056)
H (4.7586, 2.5616, 1.9259)
H (4.9338, 4.2975, 4.6762)
H (2.9368, 4.5768, 4.8198)
H (2.7194, 3.9559, 2.8336)
H (3.0358, 2.0288, 3.7569)
C (-1.4882, 3.2141, 4.1535)
C (-1.3033, 1.8284, 4.7433)
O (-1.1277, 0.9690, 3.6139)
S (-0.3777, 1.7903, 2.4389)
O (1.0113, 1.4864, 2.4982)
O (-1.1475, 1.6687, 1.2428)
O (-0.5927, 3.2709, 3.0435)
H (-2.5061, 3.3521, 3.7779)
H (-1.2570, 4.0017, 4.8698)
H (-2.1585, 1.5118, 5.3388)
H (-0.3969, 1.7757, 5.3525)
C (2.9502, -0.8192, 1.7181)
C (3.0855, -1.2387, 0.2666)
O (4.3866, -0.8018, -0.1263)
S (5.3779, -0.8798, 1.1533)
O (6.1072, -2.1052, 1.0805)
O (6.0111, 0.3823, 1.3068)
O (4.2412, -1.0373, 2.2940)
H (2.7147, 0.2422, 1.8000)
H (2.1940, -1.3996, 2.2462)
H (2.3211, -0.7909, -0.3667)
H (3.0494, -2.3267, 0.1661)
C (-2.5798, 0.9935, -2.2362)
C (-3.3602, 1.9664, -1.3757)
O (-4.3200, 2.5528, -2.2606)
S (-4.7466, 1.4615, -3.3761)
O (-5.9664, 0.8492, -2.9633)
O (-4.5761, 2.0449, -4.6639)
O (-3.5437, 0.4108, -3.1188)
H (-1.8340, 1.5138, -2.8425)
H (-2.0898, 0.2220, -1.6438)
H (-2.7254, 2.7318, -0.9329)
H (-3.9050, 1.4443, -0.5843)
C (-2.5512, -4.2780, -0.7105)
C (-3.0249, -2.8619, -0.4485)
O (-1.8299, -2.1166, -0.1979)
S (-0.6204, -2.7447, -1.0716)
O (-0.4809, -1.9714, -2.2632)
O (0.4705, -3.0216, -0.1952)
O (-1.3400, -4.1393, -1.4568)
H (-2.3172, -4.7970, 0.2228)
H (-3.2818, -4.8575, -1.2744)
H (-3.7040, -2.8001, 0.4004)
H (-3.5096, -2.4372, -1.3325)
C (-2.3528, -2.9183, -5.6903)
C (-1.9728, -4.3201, -6.1307)
O (-2.8685, -5.1824, -5.4256)
S (-4.2836, -4.4245, -5.2229)
O (-5.1738, -4.8554, -6.2478)
O (-4.6224, -4.4668, -3.8362)
O (-3.7789, -2.9328, -5.5848)
H (-1.9400, -2.6874, -4.7044)
H (-2.0311, -2.1600, -6.4033)
H (-0.9380, -4.5638, -5.8949)
H (-2.1434, -4.4586, -7.2020)

The total energy is -4721.39183 Ha. The total charge is -1. The molar mass comes out at 837.551 g mol⁻¹. For the HOMO energy, the calculation gives -0.1608 Ha.

# 3
ORCA calculation (the ωB97M-V functional and the def2-TZVPD basis) on a cluster of 2 separate species, C29H32BNO6 in total at a distorted geometry.

Element x y z (Å)
C (3.4038, -1.8765, -2.8656)
C (4.1323, -0.9364, -3.6069)
C (4.2185, 0.3922, -3.1830)
C (3.5831, 0.7855, -2.0001)
C (3.6466, 2.2198, -1.5575)
N (2.4143, 2.6320, -0.8317)
C (2.5772, 3.0785, 0.5596)
C (2.1308, 4.4964, 0.8052)
C (1.4976, 4.7974, 2.0140)
C (1.0052, 6.0834, 2.2400)
C (1.1564, 7.0757, 1.2676)
C (1.8727, 6.7950, 0.1009)
C (2.3743, 5.5084, -0.1288)
C (1.2358, 2.5778, -1.4320)
C (-0.0109, 2.7317, -0.7649)
C (-0.4633, 1.9396, 0.2673)
C (-1.5409, 2.3555, 1.1197)
C (-2.1030, 1.4580, 2.0704)
C (-3.2399, 1.8091, 2.7956)
C (-3.8086, 3.0825, 2.6530)
C (-3.1972, 4.0196, 1.8108)
C (-2.0684, 3.6758, 1.0679)
C (2.9177, -0.1670, -1.2229)
C (2.7753, -1.4802, -1.6823)
H (3.3385, -2.9119, -3.1996)
H (4.6317, -1.2406, -4.5272)
H (4.7585, 1.1442, -3.7665)
H (4.4927, 2.3836, -0.8846)
H (3.7731, 2.8813, -2.4271)
H (2.0402, 2.3943, 1.2317)
H (3.6450, 2.9937, 0.7941)
H (1.3811, 4.0043, 2.7584)
H (0.4999, 6.3014, 3.1801)
H (0.7325, 8.0662, 1.4284)
H (2.0458, 7.5759, -0.6392)
H (2.9392, 5.2804, -1.0376)
H (1.2493, 2.4543, -2.5300)
H (-0.6649, 3.4906, -1.2090)
H (-0.0141, 0.9614, 0.4637)
H (-1.6272, 0.4807, 2.1976)
H (-3.6792, 1.0856, 3.4858)
H (-4.6992, 3.3479, 3.2126)
H (-3.5986, 5.0308, 1.7371)
H (-1.5642, 4.4247, 0.4435)
H (2.4662, 0.1335, -0.2742)
H (2.1617, -2.1765, -1.1066)
C (-3.1584, -5.0207, 3.6271)
C (-3.1648, -4.6367, 2.1624)
O (-2.0525, -4.9932, 1.5053)
B (-2.1343, -4.8037, 0.0366)
H (-2.2634, -3.5272, -0.2163)
O (-0.8977, -5.3704, -0.5384)
C (0.1938, -4.6155, -0.5640)
C (1.4377, -5.3635, -0.9718)
O (0.2243, -3.4121, -0.2676)
O (-3.2641, -5.6256, -0.4467)
C (-3.5339, -5.5960, -1.7527)
C (-4.5105, -6.6587, -2.2146)
O (-3.0471, -4.8041, -2.5484)
O (-4.1187, -4.0699, 1.6579)
H (-2.1931, -5.4360, 3.9111)
H (-3.4045, -4.1333, 4.2168)
H (-3.9570, -5.7526, 3.7915)
H (1.1660, -6.2924, -1.4761)
H (2.0574, -4.7228, -1.6091)
H (2.0124, -5.5924, -0.0638)
H (-4.9435, -7.2001, -1.3737)
H (-5.2865, -6.1781, -2.8191)
H (-3.9787, -7.3547, -2.8744)

The relative energy (zero: lowest compared OMol25 entry of this formula, charge and spin) is 0.0 kJ/mol. The total energy is -1655.35950 Ha. The total charge is 0. The molar mass comes out at 501.388 g mol⁻¹. For the HOMO energy, the calculation gives -0.2580 Ha.

# 4
ORCA calculation (the ωB97M-V functional and the def2-TZVPD basis) on a structure of composition C6H10O6Pm at a distorted geometry.

Element x y z (Å)
O (-2.2204, -0.1749, 0.2630)
C (-1.4915, -0.1766, -0.6802)
O (-0.4019, 0.5588, -0.9147)
C (-0.1839, 1.7552, -0.1146)
C (1.2921, 2.0729, -0.0162)
C (2.2285, 0.9854, 0.5378)
C (1.6252, -0.0569, 1.4570)
O (0.9454, 0.5819, 2.5474)
C (0.1389, -0.1754, 3.2706)
O (-0.0412, -1.3607, 3.1267)
O (-0.4531, 0.5848, 4.1833)
H (-0.6356, 1.5676, 0.8644)
H (-0.7212, 2.5681, -0.6162)
H (1.3314, 2.9630, 0.6273)
H (1.6636, 2.3950, -0.9991)
H (3.0693, 1.4785, 1.0460)
H (2.6737, 0.4166, -0.2917)
H (2.4141, -0.7018, 1.8659)
H (0.9080, -0.6987, 0.9310)
H (-1.0391, 0.0386, 4.7223)
Pm (0.3210, -0.6515, -3.3791)
O (-1.4246, -1.1618, -1.5874)
H (-2.0563, -1.8835, -1.3538)

The relative energy (zero: lowest compared OMol25 entry of this formula, charge and spin) is 0.0 kJ/mol. The total energy is -1293.81349 Ha. The total charge is +2. Its expectation value of S² is 8.755. The molar mass comes out at 323.140 g mol⁻¹. For the HOMO energy (alpha / beta), the calculation gives -0.5779 / -0.5779 Ha. The spin multiplicity is 6.

# 5
ORCA calculation (the ωB97M-V functional and the def2-TZVPD basis) on a cluster of 2 separate species, C2H8NS in total at a distorted geometry.

Element x y z (Å)
S (-0.3152, 0.4961, -3.3387)
H (-0.6890, -0.8261, -3.3872)
C (0.0140, 1.1718, 0.2707)
C (0.4110, -0.0706, 1.1477)
N (-0.4667, -1.1734, 0.6310)
H (0.8648, 1.8765, 0.2893)
H (-0.0498, 0.6799, -0.7866)
H (-1.0069, 1.5348, 0.6750)
H (1.5338, -0.1393, 1.1167)
H (0.3570, -0.1374, 2.2287)
H (-0.1215, -1.5407, -0.1899)
H (-0.5314, -1.8715, 1.3432)

The relative energy (zero: lowest compared OMol25 entry of this formula, charge and spin) is 101.8 kJ/mol. The total energy is -533.93231 Ha. The total charge is -1. The molar mass comes out at 78.160 g mol⁻¹. For the HOMO energy, the calculation gives -0.0915 Ha.

# 6
ORCA calculation (the ωB97M-V functional and the def2-TZVPD basis) on the ion C4H7N2 with charge +1 at a distorted geometry.

Element x y z (Å)
C (-0.8463, 0.7838, 0.5970)
C (-0.7360, -1.2711, 0.1044)
C (1.5632, -0.0661, -0.5123)
C (-1.3517, -0.0661, -0.4803)
N (2.4629, -0.0149, 0.3339)
N (0.1138, -0.1540, 0.0045)
H (-0.5228, 1.7904, 0.4257)
H (-1.1598, 0.5820, 1.5491)
H (-1.1998, -1.7112, 1.0809)
H (-0.5472, -2.0252, -0.6980)
H (1.5562, 0.1950, -1.6566)
H (-1.6143, 0.1963, -1.4336)
H (3.4157, 0.0335, 0.0532)

The relative energy (zero: lowest compared OMol25 entry of this formula, charge and spin) is 423.4 kJ/mol. The total energy is -265.56323 Ha. The total charge is +1. Its expectation value of S² is 2.006. The molar mass comes out at 83.114 g mol⁻¹. For the HOMO energy (alpha / beta), the calculation gives -0.4117 / -0.6009 Ha. The spin multiplicity is 3.

# 7
ORCA calculation (the ωB97M-V functional and the def2-TZVPD basis) on a cluster of 5 separate species, C6H22O5 in total at a distorted geometry.

Element x y z (Å)
C (-3.0366, 3.8008, 0.7963)
C (-1.6335, 3.1828, 0.5777)
C (-0.6583, 2.9263, 1.6643)
O (-1.8437, 1.9802, -0.1131)
H (-3.5383, 3.0184, 1.3658)
H (-3.5543, 3.9347, -0.1535)
H (-3.0540, 4.6933, 1.4217)
H (-1.1555, 3.7903, -0.1907)
H (-1.1052, 2.3643, 2.4844)
H (-0.3759, 3.8750, 2.1207)
H (0.2412, 2.4335, 1.2955)
H (-0.9752, 1.7762, -0.4675)
C (0.1765, -3.4927, 2.3292)
C (0.3635, -2.9558, 0.9063)
C (0.5745, -4.1731, -0.1460)
O (-0.7488, -2.2711, 0.5217)
H (1.1248, -3.7808, 2.7829)
H (-0.5697, -4.2871, 2.3194)
H (-0.2404, -2.6368, 2.8601)
H (1.2438, -2.3134, 0.8852)
H (0.6079, -3.8167, -1.1755)
H (-0.2068, -4.9033, 0.0647)
H (1.4656, -4.7755, 0.0306)
H (-0.7473, -2.3953, -0.4302)
O (1.1677, -0.1094, -4.2739)
H (1.6510, -0.9333, -4.2119)
H (0.2835, -0.3688, -4.5332)
O (3.7762, 2.0136, -1.5605)
H (3.3232, 1.3939, -0.9886)
H (3.2950, 1.9733, -2.3870)
O (1.5400, 0.3285, -1.0860)
H (0.9564, -0.3312, -0.7112)
H (1.6526, 0.0592, -1.9976)

Its SMILES is CC(C)O.CC(C)O.O.O.O. The relative energy (zero: lowest compared OMol25 entry of this formula, charge and spin) is 110.6 kJ/mol. The total energy is -617.95743 Ha. The total charge is 0. The molar mass comes out at 174.237 g mol⁻¹. For the HOMO energy, the calculation gives -0.3611 Ha.

# 8
ORCA calculation (the ωB97M-V functional and the def2-TZVPD basis) on the molecule C4H6N2 at a distorted geometry.

Element x y z (Å)
C (1.1046, 0.7454, 0.9220)
C (0.2033, -0.0786, 0.0565)
C (-1.2136, -0.0787, 0.1477)
N (-1.9290, -0.6584, -0.7591)
N (0.2377, -1.6278, -1.8801)
C (0.6731, -0.7757, -1.0914)
H (0.9719, 1.8267, 0.8019)
H (0.9012, 0.5049, 1.9725)
H (2.1570, 0.5061, 0.7342)
H (-1.6427, 0.4205, 1.0245)
H (-2.9057, -0.7170, -0.4604)
H (1.4422, -0.0675, -1.4684)

The relative energy (zero: lowest compared OMol25 entry of this formula, charge and spin) is 403.2 kJ/mol. The total energy is -265.38202 Ha. The total charge is 0. The molar mass comes out at 82.106 g mol⁻¹. For the HOMO energy (alpha / beta), the calculation gives -0.3283 / -0.3099 Ha.